<1>
# C5H12O2

A 2-piece molecular cluster, C5H12O2 overall (ωB97M-V with the def2-TZVPD basis set, the Open Molecules 2025 dataset).

Each line ends with the Löwdin charge.
Geometry (Å):
C (-0.858, -0.404, 0.648)  -0.38
H (-2.415, -0.759, -0.853)  0.08
C (-1.324, 0.992, 1.041)  -0.24
H (2.243, -0.681, -1.947)  0.09
H (-1.992, 1.405, 0.262)  0.12
H (2.339, 1.039, -2.427)  0.08
H (3.293, 0.433, -1.054)  0.08
H (-1.929, 0.893, 1.951)  0.13
C (0.342, -0.832, 1.047)  0.04
O (-0.282, 1.883, 1.353)  -0.07
C (2.332, 0.352, -1.576)  -0.14
C (-1.830, -1.289, -0.090)  -0.06
H (0.506, 0.185, -0.728)  0.05
H (0.764, -1.780, 0.719)  0.08
O (1.313, 0.727, -0.679)  -0.17
H (0.369, 1.850, 0.630)  0.06
H (-2.539, -1.693, 0.641)  0.08
H (0.992, -0.185, 1.629)  0.08
H (-1.324, -2.136, -0.567)  0.08

- total charge = 0



<2>
# C5H12O2

One molecule with the formula C5H12O2 (ωB97M-V with the def2-TZVPD basis set, the Open Molecules 2025 dataset).

Each line ends with the Löwdin charge.
Geometry (Å):
H (2.520, -1.194, -1.802)  0.12
H (1.893, -0.086, 0.340)  0.13
O (-0.403, -0.515, 1.075)  -0.17
H (0.834, -1.205, -2.315)  0.12
C (-0.194, 0.300, -0.062)  -0.37
H (-1.446, 2.143, -0.381)  0.08
H (-0.725, 2.267, 1.190)  0.07
C (1.488, -1.233, -1.426)  -0.27
H (1.589, 0.874, -1.118)  0.11
C (-1.658, -0.234, 1.637)  -0.11
O (1.391, -2.476, -0.765)  -0.06
C (1.247, 0.008, -0.542)  -0.13
C (-0.545, 1.856, 0.179)  -0.04
H (-0.900, -0.028, -0.849)  0.14
H (0.284, 2.451, -0.192)  0.06
H (-2.482, -0.606, 1.009)  0.10
H (-1.702, -0.682, 2.631)  0.10
H (0.550, -2.498, -0.293)  0.08
H (-1.743, 0.857, 1.683)  0.06

- total charge = 0



<3>
# C5H12O2

One molecule with the formula C5H12O2 (ωB97M-V with the def2-TZVPD basis set, the Open Molecules 2025 dataset).

Each line ends with the Löwdin charge.
Geometry (Å):
H (-0.432, -2.442, 0.428)  0.07
C (-0.520, 0.906, 2.151)  -0.14
H (-0.550, 1.555, 1.317)  0.06
H (1.122, 1.458, -1.659)  0.09
H (1.456, -1.465, 0.332)  0.12
C (-0.285, -0.391, 0.260)  -0.53
H (-1.813, -1.871, -0.474)  0.05
O (-0.902, -0.174, 1.492)  -0.11
H (1.440, -0.286, -1.382)  0.13
H (-0.189, 0.377, -2.394)  0.12
H (2.119, 0.345, 0.445)  0.11
H (-1.100, 1.138, 3.081)  0.13
C (0.001, 1.237, -1.635)  -0.14
H (-0.187, -2.217, -1.148)  0.11
C (1.294, -0.331, -0.107)  -0.06
O (-0.840, 0.766, -0.528)  -0.18
H (0.624, 0.968, 2.069)  0.11
H (-0.422, 2.167, -1.943)  0.07
C (-0.814, -1.741, -0.305)  -0.01

- total charge = 0



<4>
# C5H12O2

C5H12O2 as an isolated structure (ωB97M-V with the def2-TZVPD basis set, the Open Molecules 2025 dataset).

Each line ends with the Löwdin charge.
Geometry (Å):
O (1.782, -1.270, 0.581)  -0.08
H (-0.713, 1.642, 2.099)  0.10
H (1.228, -2.085, -1.258)  0.11
C (-0.301, 1.460, 1.102)  -0.07
H (0.788, 1.472, 1.138)  0.10
C (-2.067, -0.101, 0.883)  -0.07
H (-2.275, -1.094, 0.482)  0.10
H (-0.670, 2.187, 0.371)  0.10
H (2.776, -1.226, -1.168)  0.11
H (-2.264, -0.083, 1.960)  0.10
H (1.144, 0.113, -2.435)  0.12
O (-0.682, 0.152, 0.660)  -0.39
C (-0.465, 0.203, -1.202)  0.03
C (1.733, -1.200, -0.832)  -0.28
H (-0.869, -0.829, -1.310)  0.03
H (1.562, 0.949, -0.959)  0.10
H (-2.669, 0.645, 0.355)  0.10
C (1.032, 0.062, -1.338)  -0.29
H (0.872, -1.172, 0.891)  0.06

- total charge = 0



Most stable structure - <2>; separation to the second - 44.3 kJ/mol.



<1>
# C5H12O2

One molecule with the formula C5H12O2 (ωB97M-V with the def2-TZVPD basis set, the Open Molecules 2025 dataset).

Each line ends with the Löwdin charge.
Geometry (Å):
C (1.941, 0.914, -0.614)  -0.09
H (2.209, 1.972, -0.559)  0.09
O (-1.379, 1.698, -0.966)  -0.07
C (0.863, -1.644, 0.778)  -0.04
H (-2.963, 1.053, 0.186)  0.11
O (0.836, 0.727, 0.239)  -0.21
H (2.810, 0.323, -0.297)  0.09
H (1.842, -1.820, 0.314)  0.08
C (-1.269, -0.216, 0.605)  -0.13
H (0.064, -0.736, -1.006)  0.15
H (-2.489, 0.007, -1.167)  0.11
H (-1.145, 0.284, 1.574)  0.13
H (-0.530, 1.744, -0.499)  0.06
C (0.130, -0.509, 0.071)  -0.41
H (1.679, 0.674, -1.654)  0.10
H (0.293, -2.578, 0.718)  0.08
H (-1.813, -1.146, 0.804)  0.12
H (1.021, -1.394, 1.833)  0.09
C (-2.100, 0.646, -0.361)  -0.26

- total charge = 0



<2>
# C5H12O2

A 2-piece molecular cluster, C5H12O2 overall (ωB97M-V with the def2-TZVPD basis set, the Open Molecules 2025 dataset).

Each line ends with the Löwdin charge.
Geometry (Å):
H (2.787, 1.675, -1.915)  0.08
H (3.044, 0.517, -0.599)  0.08
H (-1.698, 0.932, 1.809)  0.13
H (-2.863, -1.327, 0.836)  0.09
H (2.756, -0.078, -2.249)  0.08
O (1.081, 0.852, -1.329)  -0.15
H (0.507, 1.643, 0.212)  0.06
H (0.447, -2.172, 0.454)  0.07
H (-2.607, -0.824, -0.835)  0.08
O (0.017, 1.663, 1.058)  -0.07
C (2.480, 0.703, -1.524)  -0.14
H (-1.875, -2.330, -0.239)  0.08
H (1.091, -0.561, 1.128)  0.08
H (0.620, 0.029, -1.105)  0.05
C (0.272, -1.125, 0.689)  0.03
C (-2.124, -1.300, 0.027)  -0.06
H (-1.813, 1.366, 0.104)  0.13
C (-0.914, -0.546, 0.501)  -0.36
C (-1.146, 0.912, 0.860)  -0.25

- total charge = 0



Most stable structure - <1>; separation to the second - 53.0 kJ/mol.



<1>
# C5H12O2

One molecule with the formula C5H12O2 (ωB97M-V with the def2-TZVPD basis set, the Open Molecules 2025 dataset).

Each line ends with the Löwdin charge.
Geometry (Å):
H (-0.955, 0.197, -0.932)  0.14
H (-1.419, 2.202, 0.473)  0.07
C (-1.699, -0.619, 1.258)  -0.09
H (0.296, 2.346, 0.891)  0.09
H (-2.343, 0.253, 1.440)  0.09
H (-0.243, 2.620, -0.781)  0.08
H (-2.117, -1.198, 0.422)  0.09
H (2.102, -1.586, -1.798)  0.11
H (0.485, -1.973, -1.375)  0.12
C (1.358, -1.368, -1.017)  -0.26
O (-0.362, -0.248, 0.990)  -0.20
H (1.034, -1.525, 0.772)  0.06
C (1.153, 0.161, -0.826)  -0.12
O (1.753, -1.895, 0.229)  -0.08
C (-0.400, 2.008, 0.113)  -0.04
C (-0.201, 0.526, -0.207)  -0.42
H (1.337, 0.767, -1.721)  0.12
H (1.916, 0.495, -0.096)  0.13
H (-1.698, -1.243, 2.156)  0.09

- total charge = 0



<2>
# C5H12O2

One molecule with the formula C5H12O2 (ωB97M-V with the def2-TZVPD basis set, the Open Molecules 2025 dataset).

Each line ends with the Löwdin charge.
Geometry (Å):
H (-1.136, 0.589, 1.734)  0.12
O (-0.785, 2.278, 0.565)  -0.06
H (0.175, 2.188, 0.513)  0.07
H (-1.377, -2.041, -0.973)  0.08
C (-0.868, -0.046, -0.363)  -0.33
H (1.142, -1.300, -1.197)  0.15
H (3.188, -0.045, -0.012)  0.09
C (0.635, -0.448, -0.390)  -0.23
H (-1.088, 0.440, -1.323)  0.15
H (3.197, 1.145, -1.368)  0.10
H (-1.505, -1.774, 0.774)  0.08
C (-1.682, -1.321, -0.209)  -0.09
C (-1.319, 0.984, 0.718)  -0.24
H (-2.755, -1.134, -0.305)  0.08
H (-2.413, 1.116, 0.642)  0.13
H (2.502, -0.782, -1.546)  0.11
H (0.961, -0.878, 0.578)  0.13
O (1.380, 0.677, -0.709)  -0.22
C (2.683, 0.258, -0.946)  -0.13

- total charge = 0



Most stable structure - <1>; separation to the second - 103.7 kJ/mol.



<1>
# C5H12O2

A 3-piece molecular cluster, C5H12O2 overall (ωB97M-V with the def2-TZVPD basis set, the Open Molecules 2025 dataset).

Each line ends with the Löwdin charge.
Geometry (Å):
H (-2.617, -2.214, -0.716)  0.05
H (-1.610, 1.089, 1.330)  0.06
H (-1.304, 3.022, 0.878)  0.05
H (1.739, -0.162, -0.843)  0.09
H (1.213, -3.581, -1.690)  0.03
H (1.473, -0.804, 0.849)  0.08
C (-0.814, 0.417, 1.036)  0.04
H (1.105, 2.387, -0.780)  0.10
H (0.084, -2.842, -1.037)  0.00
H (-1.390, -1.366, -0.189)  0.00
C (-0.407, 3.344, 0.355)  0.02
C (0.309, 2.289, -0.033)  -0.16
C (1.519, 0.064, 0.204)  -0.06
O (-1.683, -2.236, -0.519)  -0.05
C (0.266, 0.857, 0.351)  -0.36
H (-0.285, 4.388, 0.114)  0.06
H (2.326, 0.723, 0.551)  0.09
O (1.037, -3.020, -0.932)  -0.07
H (-0.979, -0.620, 1.304)  0.06

- total charge = 0



<2>
# C5H12O2

A 3-piece molecular cluster, C5H12O2 overall (ωB97M-V with the def2-TZVPD basis set, the Open Molecules 2025 dataset).

Each line ends with the Löwdin charge.
Geometry (Å):
H (-2.161, 1.345, -1.727)  0.06
H (-1.309, 0.840, 0.767)  0.07
H (-1.382, 0.180, 3.430)  0.02
H (-1.513, 1.705, -3.493)  0.05
H (2.278, 1.157, 1.407)  0.05
H (1.103, -1.572, 0.107)  0.06
O (-0.633, -0.318, 3.171)  -0.06
H (1.458, -1.209, -1.628)  0.07
H (0.106, -2.296, -1.140)  0.08
H (-0.922, -0.894, 0.924)  0.04
H (0.150, 0.206, 2.960)  0.01
O (2.187, 0.633, 2.210)  -0.04
C (0.687, -1.411, -0.883)  -0.07
H (0.435, 0.393, -2.892)  0.09
C (-1.049, -0.071, 0.232)  0.02
H (2.653, -0.201, 2.131)  0.04
C (-0.383, 0.466, -2.177)  -0.17
C (-0.288, -0.212, -0.885)  -0.35
C (-1.417, 1.259, -2.514)  0.02

- total charge = 0



<3>
# C5H12O2

A 2-piece molecular cluster, C5H12O2 overall (ωB97M-V with the def2-TZVPD basis set, the Open Molecules 2025 dataset).

Each line ends with the Löwdin charge.
Geometry (Å):
O (-2.931, 0.723, 1.976)  -0.07
H (2.023, -1.695, 1.019)  0.08
C (0.085, -0.858, -1.657)  -0.07
O (-0.605, 2.746, 0.574)  0.05
H (-0.144, -1.133, 0.428)  0.13
H (0.870, -0.852, -2.401)  0.07
C (1.978, -1.353, -0.013)  -0.07
H (2.106, -2.188, -0.705)  0.07
C (0.721, 0.791, 0.212)  -0.15
H (2.771, -0.651, -0.229)  0.07
H (-3.195, 1.575, 2.354)  0.05
H (-0.456, -1.800, -1.698)  0.08
H (1.086, 0.876, 1.223)  0.12
H (-3.721, 0.551, 1.422)  0.05
C (-0.536, 1.613, 0.184)  -0.29
H (1.449, 1.306, -0.433)  0.13
C (0.604, -0.664, -0.224)  -0.43
H (-0.620, -0.083, -1.949)  0.06
H (-1.482, 1.095, -0.085)  0.11

- total charge = 0



Most stable structure - <3>; separation to the second - 110.3 kJ/mol.



<1>
# C5H12O2

One molecule with the formula C5H12O2 (ωB97M-V with the def2-TZVPD basis set, the Open Molecules 2025 dataset).

Each line ends with the Löwdin charge.
Geometry (Å):
C (2.407, 0.317, -1.346)  -0.08
H (1.019, -0.293, 1.587)  0.12
H (3.377, 0.483, -0.866)  0.08
C (-0.772, -0.244, 0.248)  -0.34
C (-1.855, -1.306, 0.002)  -0.06
H (-1.425, -2.171, -0.518)  0.07
H (2.458, -0.563, -2.001)  0.08
H (0.436, 1.778, 0.459)  0.07
H (-2.068, 1.442, 0.313)  0.12
H (2.257, 1.172, -2.039)  0.09
O (1.322, 0.307, -0.420)  -0.27
H (-1.729, 0.837, 1.946)  0.12
C (0.705, -0.600, 0.576)  -0.10
H (-0.496, 0.091, -0.739)  0.12
H (-2.402, -1.663, 0.881)  0.07
H (-2.586, -0.866, -0.692)  0.08
H (0.849, -1.693, 0.491)  0.12
C (-1.276, 1.023, 0.961)  -0.23
O (-0.220, 1.948, 1.156)  -0.07

- total charge = 0



<2>
# C5H12O2

A 3-piece molecular cluster, C5H12O2 overall (ωB97M-V with the def2-TZVPD basis set, the Open Molecules 2025 dataset).

Each line ends with the Löwdin charge.
Geometry (Å):
C (-0.286, -0.585, -0.182)  -0.31
H (1.751, 1.180, 2.312)  0.06
H (-2.027, -1.291, -2.118)  0.08
H (-0.975, -0.320, 3.003)  0.04
C (-0.106, -0.374, -1.660)  -0.22
H (0.951, -0.514, -1.907)  0.12
H (1.806, 1.389, -0.159)  0.06
H (-0.860, -1.367, -3.452)  0.08
H (0.173, -0.979, 2.236)  -0.01
H (-1.083, 0.005, 0.313)  0.13
C (0.987, 1.721, 1.762)  -0.08
H (-0.408, 0.640, -1.947)  0.11
C (-0.968, -1.427, -2.366)  -0.09
H (0.218, 2.343, -0.112)  0.06
O (0.336, -1.425, 0.435)  0.03
H (-0.664, -2.426, -2.038)  0.08
C (1.010, 1.833, 0.437)  -0.11
O (-0.036, -0.535, 3.076)  -0.08
H (0.181, 2.132, 2.366)  0.06

- total charge = 0



Most stable structure - <2>; separation to the second - 67.4 kJ/mol.